[1]
{
  "formula": "C9H13N2O",
  "method": "ωB97M-V/def2-TZVPD",
  "total_charge": 1,
  "e_above_lowest_kcal_mol": 107.8,
  "molar_mass_g_mol": 165.2,
  "total_energy_ha": -535.115123,
  "gap_ev": 9.7,
  "elements": ["C", "C", "C", "C", "C", "C", "C", "C", "C", "N", "N", "O", "H", "H", "H", "H", "H", "H", "H", "H", "H", "H", "H", "H", "H"],
  "coordinates": [[-0.036, 2.198, -0.493], [0.994, 1.381, -0.094], [1.053, -0.890, 0.922], [-1.792, -0.573, 0.182], [1.765, -1.761, 1.526], [-1.324, 1.903, 0.282], [0.461, 0.445, 1.031], [0.241, -1.451, -0.860], [-1.084, 0.471, 0.945], [-1.148, -1.442, -0.682], [0.657, -0.468, -1.819], [-3.001, -0.573, 0.169], [0.136, 3.118, -1.102], [2.067, 1.631, -0.339], [1.819, -2.824, 1.263], [2.198, -1.491, 2.530], [-1.491, 2.699, 0.914], [-2.214, 1.863, -0.240], [0.733, 0.797, 2.000], [0.705, -2.422, -1.090], [-1.469, 0.503, 1.937], [-1.606, -2.259, -0.874], [0.481, 0.464, -1.441], [0.116, -0.717, -2.799], [1.739, -0.604, -1.868]],
  "mulliken_charge": [-0.186, -1.006, 0.307, -0.038, -0.799, -1.229, -0.006, -0.789, 0.152, -0.161, -0.124, -0.593, 0.417, 0.393, 0.277, 0.268, 0.453, 0.520, 0.862, 0.621, 0.509, 0.231, 0.042, 0.415, 0.464]
}



[2]
{
  "formula": "C23H15N8SeZn",
  "method": "ωB97M-V/def2-TZVPD",
  "total_charge": 1,
  "molar_mass_g_mol": 547.8,
  "total_energy_ha": -5503.997059,
  "gap_ev": 4.0,
  "elements": ["Zn", "C", "C", "C", "C", "N", "C", "N", "C", "N", "C", "N", "C", "C", "C", "C", "C", "N", "C", "C", "C", "C", "C", "C", "H", "H", "H", "H", "H", "H", "H", "H", "H", "H", "H", "H", "Se", "N", "C", "C", "C", "C", "N", "C", "N", "H", "H", "H"],
  "coordinates": [[0.344, -0.714, -0.918], [4.314, -0.680, -2.371], [5.129, -0.366, -1.212], [4.537, -0.209, -0.023], [3.076, -0.430, 0.122], [2.356, -0.715, -1.004], [2.966, -0.813, -2.240], [2.571, -0.236, 1.345], [1.349, -0.308, 1.765], [0.207, -0.311, 0.990], [-0.917, -0.600, 1.785], [-2.031, -1.041, 1.330], [-2.380, -1.370, 0.040], [-3.781, -1.409, -0.176], [-4.283, -1.671, -1.464], [-3.408, -1.775, -2.521], [-2.010, -1.263, -2.386], [-1.548, -1.375, -1.051], [-0.498, -0.489, 3.204], [-1.079, -0.839, 4.395], [-0.319, -0.829, 5.543], [1.038, -0.467, 5.583], [1.631, -0.213, 4.363], [0.910, -0.283, 3.178], [4.781, -0.901, -3.333], [6.236, -0.299, -1.242], [5.099, 0.216, 0.835], [2.336, -1.029, -3.102], [-4.416, -0.977, 0.558], [-5.361, -1.688, -1.621], [-3.818, -2.108, -3.481], [-1.429, -1.724, -3.196], [-2.078, -1.231, 4.403], [-0.750, -1.121, 6.501], [1.620, -0.266, 6.533], [2.694, 0.205, 4.252], [-3.612, 0.928, -3.702], [-3.098, 2.622, -3.201], [-1.967, 2.549, -2.566], [-1.381, 3.693, -1.974], [-0.086, 3.533, -1.429], [0.550, 2.287, -1.491], [-0.048, 1.148, -1.939], [-1.311, 1.252, -2.375], [-2.106, 0.234, -2.779], [-1.937, 4.624, -1.987], [0.261, 4.259, -0.669], [1.647, 2.201, -1.276]],
  "mulliken_charge": [-0.761, -0.656, -0.171, -0.657, 0.626, 0.168, -0.171, -0.540, 0.250, 0.318, 0.206, -0.488, 0.325, -0.663, -0.035, -1.536, 0.640, -0.192, 0.140, -0.464, -0.460, -0.593, -0.049, 0.278, 0.389, 0.369, 0.389, 0.375, 0.423, 0.417, 0.601, 0.234, 0.490, 0.359, 0.344, 0.296, 0.413, -0.732, 0.561, -0.373, -0.879, -0.016, 0.001, 0.671, -0.094, 0.480, 0.370, 0.397]
}